Model one:
C3H9N3O | wB97M-V/def2-TZVPD

```
! RIJCOSX wB97M-V def2-TZVPD def2/J DEFGRID3
* xyz 0 1
O -1.656 1.328 -0.572
N 0.788 1.454 0.567
N 2.278 0.001 -0.511
N -1.533 -0.122 -0.523
C -1.995 -0.563 0.750
C 0.961 0.485 -0.216
C -0.212 -0.432 -0.917
H -0.827 1.600 -0.142
H 2.917 0.853 -0.547
H -1.938 -1.673 0.934
H 2.494 -0.632 -1.213
H -0.180 -1.468 -0.785
H -1.477 -0.049 1.591
H -0.151 -0.295 -2.017
H 1.565 1.940 0.896
H -2.905 -0.155 0.911
*
```

For the molecular weight, the calculation gives 103.12 g/mol.


Model two:
C3H9N3O | wB97M-V/def2-TZVPD

```
! RIJCOSX wB97M-V def2-TZVPD def2/J DEFGRID3
* xyz 0 1
O 2.083 -0.623 1.406
N -2.098 0.632 -0.454
N -0.651 -0.124 1.746
N -0.141 0.392 -1.791
C -0.735 0.481 -0.613
C 1.379 -0.134 0.340
C 0.040 0.160 0.534
H 1.946 0.462 -0.362
H -1.087 -1.042 1.736
H 3.022 -0.621 1.196
H -0.034 -0.064 2.545
H -2.584 1.160 -1.161
H 0.700 -0.717 -1.752
H -0.767 0.507 -2.582
H 1.316 -1.296 -1.282
H -2.389 0.827 0.494
*
```

For the molecular weight, the calculation gives 103.12 g/mol.


Energies relative to the most stable structure, in eV: model one 0.158; model two 0.000.


Model one:
C3H9N3O | wB97M-V/def2-TZVPD

```
! RIJCOSX wB97M-V def2-TZVPD def2/J DEFGRID3
* xyz 0 1
O -0.973 -1.103 0.467
N 0.345 -0.854 0.731
N 1.013 -0.044 -0.320
N -2.675 0.682 0.024
C 2.368 -0.458 -0.615
C 0.749 0.506 0.974
C -1.725 -0.110 -0.614
H -0.001 1.291 1.009
H -2.171 -0.948 -1.143
H -2.301 1.480 0.523
H 1.566 0.623 1.683
H 2.931 0.412 -0.958
H -3.277 0.147 0.637
H -1.054 0.470 -1.246
H 2.870 -0.892 0.257
H 2.336 -1.203 -1.409
*
```

For the molecular weight, the calculation gives 103.12 g/mol.


Model two:
C3H9N3O | wB97M-V/def2-TZVPD

```
! RIJCOSX wB97M-V def2-TZVPD def2/J DEFGRID3
* xyz 0 1
O 2.675 -0.647 -1.151
N -0.292 -0.384 0.568
N 2.577 0.057 1.013
N -0.412 1.358 -0.960
C -2.503 -0.520 0.365
C 2.054 -0.328 -0.166
C -0.255 0.051 -0.682
H -2.746 0.493 0.656
H -0.309 -0.599 -1.555
H -0.317 2.024 -0.208
H 3.582 0.072 1.167
H -2.653 -1.280 1.122
H 1.955 0.214 1.787
H -0.191 -1.392 0.581
H -0.326 1.682 -1.907
H -2.839 -0.800 -0.630
*
```

For the molecular weight, the calculation gives 103.12 g/mol.


Model three:
C3H9N3O | wB97M-V/def2-TZVPD

```
! RIJCOSX wB97M-V def2-TZVPD def2/J DEFGRID3
* xyz 0 1
O -0.263 -0.848 -2.364
N 0.460 1.016 -0.896
N 1.484 -1.233 -0.759
N -1.157 -0.872 0.505
C -0.852 0.504 1.246
C 0.468 -0.389 -1.415
C 0.297 1.300 0.567
H 2.150 -1.884 -1.282
H -0.465 0.061 2.320
H -1.065 -1.406 -0.356
H 1.337 1.334 1.018
H -1.742 1.051 1.384
H -1.944 -1.337 0.945
H -0.169 1.645 -1.553
H 1.536 -1.250 0.237
H -0.074 2.308 0.400
*
```

For the molecular weight, the calculation gives 103.12 g/mol.


Model four:
C3H9N3O | wB97M-V/def2-TZVPD

```
! RIJCOSX wB97M-V def2-TZVPD def2/J DEFGRID3
* xyz 0 1
O 1.883 1.209 -0.793
N 1.452 -0.587 1.005
N -1.316 -0.563 0.150
N -1.823 0.058 1.294
C 0.792 0.449 0.344
C -0.073 0.149 -0.756
C -0.297 0.146 -2.055
H 2.725 0.770 -0.598
H 0.403 0.638 -2.719
H -1.222 -0.257 -2.448
H 0.499 1.295 0.961
H -2.240 -0.557 1.990
H 1.807 -1.295 0.374
H -2.543 0.736 1.049
H -1.230 -1.577 0.220
H 1.182 -0.614 1.984
*
```

For the molecular weight, the calculation gives 103.12 g/mol.


Energies relative to the most stable structure, in eV: model one 1.699; model two 1.917; model three 0.000; model four 2.111.


Model one:
C4H8O2 | wB97M-V/def2-TZVPD

```
! RIJCOSX wB97M-V def2-TZVPD def2/J DEFGRID3
* xyz 0 1
O 0.265 -2.423 -0.769
O -0.523 -0.474 0.540
C -1.503 0.466 0.917
C 1.460 0.727 -0.204
C 0.252 -0.115 -0.600
C 0.734 -1.358 -1.348
H 2.060 0.181 0.530
H -0.376 0.436 -1.321
H 1.154 1.681 0.238
H -2.018 0.068 1.795
H -1.050 1.430 1.181
H -0.300 -2.173 0.007
H -2.236 0.626 0.114
H 2.081 0.928 -1.080
*
```

For the molecular weight, the calculation gives 88.11 g/mol.


Model two:
C4H8O2 | wB97M-V/def2-TZVPD

```
! RIJCOSX wB97M-V def2-TZVPD def2/J DEFGRID3
* xyz 0 1
O 2.338 0.142 -0.257
O 0.603 -0.637 1.082
C -1.287 -0.904 -0.357
C -0.201 -0.051 0.103
C -0.405 1.398 0.336
C 1.253 -0.576 -0.083
H -1.688 -1.495 0.425
H 1.454 -1.929 -0.695
H -0.922 -1.635 -1.024
H 2.300 0.738 0.530
H -1.254 1.708 0.856
H 0.460 1.799 0.733
H -0.550 1.752 -0.750
H -2.103 -0.309 -0.898
*
```

For the molecular weight, the calculation gives 88.11 g/mol.


Model three:
C4H8O2 | wB97M-V/def2-TZVPD

```
! RIJCOSX wB97M-V def2-TZVPD def2/J DEFGRID3
* xyz 0 1
O -2.732 -0.562 0.555
O 2.367 -0.191 1.111
C 1.846 -0.212 -0.223
C -0.607 -0.226 -0.531
C 0.460 0.383 -0.042
C -2.015 0.294 -0.291
H 0.395 1.302 0.439
H 2.493 0.379 -0.875
H -2.349 -0.418 1.502
H -0.513 -1.219 -1.017
H 3.391 0.073 1.007
H -1.912 1.346 0.137
H 1.821 -1.262 -0.591
H -2.645 0.312 -1.180
*
```

For the molecular weight, the calculation gives 88.11 g/mol.


Energies relative to the most stable structure, in eV: model one 1.186; model two 1.506; model three 0.000.


Model one:
C4H8O2 | wB97M-V/def2-TZVPD

```
! RIJCOSX wB97M-V def2-TZVPD def2/J DEFGRID3
* xyz 0 1
O 1.993 -1.119 0.709
O -1.231 -0.639 0.070
C 1.084 -0.651 -0.299
C -2.371 0.091 0.229
C 2.430 -0.100 -0.170
C -0.135 0.171 0.094
H -0.733 1.254 -0.677
H -2.007 1.179 -0.578
H 0.895 -1.403 -1.069
H 2.542 0.881 0.292
H -3.221 -0.601 0.049
H 3.198 -0.367 -0.894
H -2.445 0.595 1.202
H 0.002 0.709 1.043
*
```

For the molecular weight, the calculation gives 88.11 g/mol.


Model two:
C4H8O2 | wB97M-V/def2-TZVPD

```
! RIJCOSX wB97M-V def2-TZVPD def2/J DEFGRID3
* xyz 0 1
O 0.206 -1.506 -1.151
O -1.250 -1.401 1.051
C 0.542 0.824 -0.613
C 0.840 0.557 0.891
C -0.457 -0.294 -0.936
C -1.203 -0.378 0.392
H 1.763 0.013 1.013
H -1.654 0.579 0.730
H 0.102 1.815 -0.810
H 0.197 -0.226 1.348
H -1.170 -0.074 -1.745
H -0.136 -2.103 -0.461
H 1.447 0.755 -1.236
H 0.774 1.439 1.526
*
```

For the molecular weight, the calculation gives 88.11 g/mol.


Model three:
C4H8O2 | wB97M-V/def2-TZVPD

```
! RIJCOSX wB97M-V def2-TZVPD def2/J DEFGRID3
* xyz 0 1
O 0.417 -1.458 -1.822
O -0.198 1.840 -0.388
C -0.230 -0.244 -1.596
C 0.394 -0.156 0.759
C -0.264 0.338 1.965
C 0.382 0.697 -0.392
H -0.044 -2.157 -1.343
H -0.093 0.400 -2.463
H -1.299 -0.342 -1.384
H 1.466 0.624 -0.726
H 0.141 1.341 2.180
H 0.858 -1.139 0.695
H -0.226 -0.318 2.834
H -1.304 0.574 1.681
*
```

For the molecular weight, the calculation gives 88.11 g/mol.


Model four:
C4H8O2 | wB97M-V/def2-TZVPD

```
! RIJCOSX wB97M-V def2-TZVPD def2/J DEFGRID3
* xyz 0 1
O -0.549 1.676 0.493
O 1.031 -1.382 -0.490
C 0.808 -0.270 0.363
C 0.219 -0.454 1.753
C -0.271 0.681 -0.160
C -1.085 0.305 -1.332
H -0.460 0.357 -2.224
H 1.735 0.292 0.514
H -0.578 -1.240 1.693
H 1.615 -1.082 -1.205
H 0.944 -0.816 2.496
H -0.077 0.811 1.764
H -1.417 -0.730 -1.220
H -1.930 0.993 -1.391
*
```

For the molecular weight, the calculation gives 88.11 g/mol.


Energies relative to the most stable structure, in eV: model one 2.786; model two 0.000; model three 2.225; model four 0.091.


Model one:
C4H8O2 | wB97M-V/def2-TZVPD

```
! RIJCOSX wB97M-V def2-TZVPD def2/J DEFGRID3
* xyz 0 1
O -0.937 1.432 -0.620
O -1.099 -1.196 -1.087
C -0.938 -0.817 0.242
C 0.388 -0.256 0.701
C -0.817 0.645 0.531
C 1.560 -0.196 -0.248
H -1.292 1.068 1.416
H -1.266 -0.382 -1.587
H 1.220 -0.151 -1.285
H 0.646 -0.471 1.737
H -0.331 2.178 -0.540
H -1.509 -1.432 0.933
H 2.198 0.673 -0.047
H 2.177 -1.095 -0.145
*
```

For the molecular weight, the calculation gives 88.11 g/mol.


Model two:
C4H8O2 | wB97M-V/def2-TZVPD

```
! RIJCOSX wB97M-V def2-TZVPD def2/J DEFGRID3
* xyz 0 1
O -2.933 0.355 -0.969
O 0.695 0.112 -0.711
C -1.258 -0.686 0.377
C 0.223 -0.372 0.520
C 2.055 0.463 -0.671
C -2.129 0.468 -0.076
H 2.331 0.804 -1.672
H 2.692 -0.393 -0.398
H 2.240 1.274 0.050
H -2.044 1.443 0.450
H 0.406 0.366 1.321
H -1.630 -1.059 1.342
H -1.402 -1.474 -0.367
H 0.753 -1.299 0.803
*
```

For the molecular weight, the calculation gives 88.11 g/mol.


Energies relative to the most stable structure, in eV: model one 0.289; model two 0.000.


Model one:
C4H8O2 | wB97M-V/def2-TZVPD

```
! RIJCOSX wB97M-V def2-TZVPD def2/J DEFGRID3
* xyz 0 1
O 0.990 -1.720 0.613
O 0.144 2.490 0.189
C -0.287 -1.129 0.574
C -0.939 -0.939 -0.771
C 0.744 1.141 -0.352
C -0.403 0.261 0.005
H 1.680 0.960 0.176
H -2.017 -1.060 -0.866
H 0.887 1.343 -1.415
H 0.447 2.681 1.094
H -0.377 -1.350 -1.616
H 0.872 -2.679 0.539
H -0.826 1.392 0.402
H -0.914 -1.392 1.427
*
```

For the molecular weight, the calculation gives 88.11 g/mol.


Model two:
C4H8O2 | wB97M-V/def2-TZVPD

```
! RIJCOSX wB97M-V def2-TZVPD def2/J DEFGRID3
* xyz 0 1
O 0.410 -1.985 0.636
O 1.935 -0.217 -0.496
C -0.150 -0.707 0.506
C 0.913 0.252 -0.036
C 0.675 1.743 0.015
C -1.376 -0.761 -0.412
H -0.464 -0.341 1.496
H -2.064 -1.517 -0.021
H 0.181 2.039 0.947
H -1.073 -1.068 -1.419
H 0.031 2.051 -0.818
H -1.907 0.197 -0.471
H 1.254 -1.941 0.155
H 1.635 2.255 -0.083
*
```

For the molecular weight, the calculation gives 88.11 g/mol.


Energies relative to the most stable structure, in eV: model one 3.427; model two 0.000.